# 1
C21H31N5O4S | ωB97M-V/def2-TZVPD

Each line ends with the natural charge from an NBO analysis.
Cartesian coordinates (Å):
C (-6.84441, 2.06959, -1.27074)  -0.631
H (-7.38061, 2.98772, -1.04647)  0.213
H (-6.80005, 1.95086, -2.35058)  0.207
H (-5.82647, 2.16097, -0.89970)  0.240
C (-7.56559, 0.88025, -0.63579)  -0.209
N (-6.88552, -0.37309, -0.90014)  -0.430
C (-5.86129, -0.86694, -0.18573)  0.676
O (-5.28987, -1.90400, -0.46603)  -0.638
C (-5.40812, -0.07565, 1.05845)  -0.324
N (-3.97871, -0.23125, 1.18840)  -0.407
C (-3.45866, -1.39877, 1.62538)  0.341
N (-2.20198, -1.67524, 1.68883)  -0.486
C (-1.37206, -0.71144, 1.24886)  0.062
C (-1.77218, 0.52406, 0.75092)  -0.253
C (-0.68100, 1.35083, 0.35178)  0.079
C (0.52552, 0.73210, 0.55835)  -0.306
C (1.87072, 1.26600, 0.26805)  0.653
O (2.05629, 2.38525, -0.17828)  -0.633
N (2.89165, 0.42456, 0.55492)  -0.602
H (2.69518, -0.51550, 0.85996)  0.389
C (4.26516, 0.75269, 0.26264)  -0.234
C (4.77866, 0.02104, -0.97863)  -0.404
C (6.27042, 0.29327, -1.18859)  -0.220
N (7.03677, -0.22237, -0.06539)  -0.460
C (7.42000, -1.61981, -0.18997)  -0.248
C (8.63855, -1.81841, -1.10306)  -0.090
O (9.73494, -1.03711, -0.67730)  -0.528
C (9.39134, 0.33205, -0.62506)  -0.090
C (8.20011, 0.55988, 0.31395)  -0.240
H (7.93386, 1.61741, 0.34022)  0.202
H (8.48673, 0.24534, 1.32291)  0.198
H (10.27959, 0.85288, -0.26410)  0.195
H (9.14681, 0.69490, -1.63638)  0.157
H (8.97671, -2.85548, -1.07568)  0.196
H (8.38003, -1.55651, -2.14170)  0.157
H (6.57563, -2.19634, -0.56895)  0.201
H (7.66954, -1.98061, 0.81279)  0.200
H (6.58091, -0.13915, -2.15088)  0.177
H (6.42033, 1.37358, -1.24540)  0.199
H (4.61318, -1.05137, -0.85705)  0.191
H (4.22246, 0.35458, -1.85588)  0.213
H (4.89442, 0.48981, 1.11670)  0.211
H (4.30157, 1.83236, 0.10245)  0.230
S (0.33910, -0.87909, 1.24046)  0.411
C (-0.88480, 2.71197, -0.20810)  -0.654
H (-1.55321, 2.65611, -1.06560)  0.233
H (-1.37140, 3.34112, 0.53603)  0.231
H (0.06362, 3.15160, -0.49640)  0.262
C (-3.18075, 0.81112, 0.66841)  0.665
O (-3.70837, 1.81387, 0.22510)  -0.629
H (-4.15751, -2.15098, 1.95987)  0.203
H (-5.60097, 0.99251, 0.97442)  0.260
H (-5.90921, -0.48939, 1.93789)  0.229
C (-7.30526, -1.10782, -2.08393)  -0.218
C (-8.49767, -2.01257, -1.79099)  -0.614
H (-8.22861, -2.74383, -1.03336)  0.217
H (-9.34900, -1.43655, -1.43414)  0.199
H (-8.79036, -2.53984, -2.69453)  0.216
H (-6.45855, -1.71540, -2.40963)  0.238
H (-7.55148, -0.38924, -2.86889)  0.193
H (-7.67498, 1.02584, 0.44091)  0.200
H (-8.57145, 0.79783, -1.05516)  0.205

The SMILES is CCN(CC)C(=O)Cn1cnc2sc(C(=O)NCCCN3CCOCC3)c(C)c2c1=O. The value obtained for the relative energy (zero: lowest compared OMol25 entry of this formula, charge and spin) is 0.0 kJ/mol. For the HOMO energy, the calculation gives -8.2 eV. The value obtained for the HOMO-LUMO gap is 8.42 eV. The value obtained for the LUMO energy is 0.0097 Eh.

***

# 2
C21H31O3Y | ωB97M-V/def2-TZVPD

Each line ends with the natural charge from an NBO analysis.
Cartesian coordinates (Å):
O (0.53470, 0.12721, -6.52728)  -0.573
C (0.47869, 1.35875, -7.35460)  -0.073
C (0.42817, 0.67025, -8.69854)  -0.472
H (1.38318, 1.98978, -7.27080)  0.189
H (-0.43573, 1.94162, -7.14004)  0.187
C (0.49293, -0.57708, -7.80521)  0.273
H (1.32018, 0.81606, -9.30670)  0.214
H (-0.49176, 0.87851, -9.24975)  0.216
C (1.76846, -1.35449, -8.04195)  -0.624
H (2.63284, -0.71381, -7.82062)  0.218
H (1.81912, -1.68783, -9.09181)  0.217
H (1.78554, -2.23903, -7.39440)  0.216
C (-0.73896, -1.45713, -7.92694)  -0.625
H (-1.64769, -0.92197, -7.62676)  0.215
H (-0.61752, -2.33951, -7.28652)  0.214
H (-0.87349, -1.79329, -8.96618)  0.219
Y (0.07373, -0.20687, -1.02363)  1.447
C (-1.90409, -0.52696, 0.62755)  -0.361
C (-1.49500, 0.82601, 0.77596)  -0.331
C (-1.81385, 1.52502, -0.42438)  -0.332
H (-1.16264, 1.29401, 1.69934)  0.257
C (-2.39949, 0.58431, -1.32214)  -0.387
C (-2.43879, -0.68732, -0.68501)  -0.390
H (-2.92063, -1.57003, -1.10826)  0.239
H (-1.87775, -1.29056, 1.40527)  0.242
H (-1.74929, 2.60428, -0.57527)  0.225
H (-2.87451, 0.80707, -2.27336)  0.226
C (1.23849, -1.67157, 0.68489)  -0.347
C (0.49780, -2.53739, -0.18241)  -0.363
C (1.09058, -2.47023, -1.48907)  -0.398
H (-0.36315, -3.15212, 0.09429)  0.241
C (2.17667, -1.53171, -1.42995)  -0.409
C (2.25137, -1.03008, -0.09250)  -0.333
H (3.02249, -0.35751, 0.28700)  0.254
H (1.11660, -1.57449, 1.76698)  0.260
H (0.81317, -3.07976, -2.35035)  0.238
H (2.82940, -1.23602, -2.25718)  0.240
O (0.92435, 1.17928, -2.93301)  -0.586
C (-0.02393, 0.36314, -3.77280)  -0.104
C (-1.05864, 1.36316, -4.27813)  -0.433
H (-0.56418, -0.52281, -3.26101)  0.188
H (0.58640, -0.00979, -4.61155)  0.262
C (-0.21096, 2.60741, -4.55876)  -0.435
H (-1.73684, 1.59910, -3.44236)  0.223
H (-1.67191, 0.95550, -5.08851)  0.233
C (0.73879, 2.64354, -3.35818)  -0.055
H (-0.80081, 3.53961, -4.72363)  0.231
H (0.39216, 2.41121, -5.46725)  0.214
H (0.32804, 3.20169, -2.48326)  0.202
H (1.74217, 3.00067, -3.61661)  0.206
C (1.47142, 2.85900, 0.13301)  -0.757
C (1.33166, 1.63780, 0.93155)  0.349
O (1.54550, 1.28782, 2.04399)  -0.612
H (2.04153, 2.61936, -0.78496)  0.232
H (2.00337, 3.63537, 0.71420)  0.182
H (0.46098, 3.23525, -0.13869)  0.231

For the HOMO energy (spin up / spin down), the calculation gives -4.9 / -4.9 eV. The value obtained for the HOMO-LUMO gap (spin up / spin down) is 5.19 / 5.19 eV. The value obtained for the LUMO energy (spin up / spin down) is 0.0097 / 0.0097 Eh.

***

# 3
C21H31O4Sc | ωB97M-V/def2-TZVPD

Each line ends with the natural charge from an NBO analysis.
Cartesian coordinates (Å):
O (1.31355, -6.30517, -0.64895)  -0.567
C (2.69031, -6.85294, -0.74984)  -0.067
C (2.23229, -8.25171, -1.14669)  -0.466
H (3.22676, -6.81333, 0.20861)  0.187
H (3.27354, -6.36918, -1.54613)  0.181
C (0.81594, -7.63943, -0.99051)  0.277
H (2.47901, -9.05090, -0.44489)  0.214
H (2.45798, -8.52482, -2.18019)  0.209
C (0.01741, -8.25031, 0.14199)  -0.627
H (0.54153, -8.16369, 1.09845)  0.220
H (-0.14516, -9.32057, -0.06581)  0.214
H (-0.96766, -7.76537, 0.16862)  0.214
C (0.04747, -7.71891, -2.29568)  -0.629
H (0.60062, -7.27619, -3.13707)  0.215
H (-0.94489, -7.26630, -2.17196)  0.214
H (-0.10591, -8.78020, -2.53986)  0.217
Sc (-0.09229, -1.03540, -0.30565)  0.789
C (-0.79380, 0.76786, -1.81202)  -0.283
C (0.49038, 1.05300, -1.25275)  -0.280
C (1.40812, 0.06998, -1.74773)  -0.307
H (0.74659, 1.96452, -0.71363)  0.250
C (0.67618, -0.81732, -2.60870)  -0.315
C (-0.68951, -0.39887, -2.61287)  -0.326
H (-1.47774, -0.84556, -3.21839)  0.237
H (-1.68812, 1.38018, -1.66507)  0.237
H (2.48478, 0.05922, -1.59830)  0.263
H (1.11224, -1.61304, -3.20954)  0.230
C (-1.57998, 0.16801, 1.13380)  -0.298
C (-2.39942, -0.64144, 0.28227)  -0.286
C (-2.11400, -2.01512, 0.56742)  -0.344
H (-3.14047, -0.28151, -0.42926)  0.235
C (-1.12688, -2.06056, 1.60297)  -0.314
C (-0.76600, -0.70820, 1.92104)  -0.266
H (-0.12675, -0.40488, 2.74279)  0.260
H (-1.62957, 1.25514, 1.25140)  0.247
H (-2.61249, -2.88331, 0.12787)  0.237
H (-0.78766, -2.94819, 2.13785)  0.241
O (1.52879, -2.63588, 0.42523)  -0.516
C (1.04458, -3.40806, -0.74700)  -0.067
C (2.28926, -3.75123, -1.55757)  -0.419
H (0.29266, -2.85651, -1.39335)  0.193
H (0.51846, -4.29693, -0.36630)  0.236
C (3.44585, -3.66647, -0.57099)  -0.436
H (2.40199, -3.00343, -2.35085)  0.208
H (2.19719, -4.72712, -2.01221)  0.234
C (3.00513, -2.66326, 0.47025)  -0.070
H (4.38037, -3.39011, -1.05876)  0.225
H (3.57209, -4.63775, -0.08963)  0.202
H (3.37372, -1.65831, 0.22375)  0.238
H (3.28689, -2.91394, 1.50595)  0.196
C (2.21202, 2.10911, 2.65043)  -0.280
O (1.19602, 1.23437, 2.09179)  -0.571
C (1.56202, 0.40689, 1.13261)  0.592
O (2.72891, 0.20826, 0.84512)  -0.741
H (2.63023, 2.72956, 1.85376)  0.186
H (2.98112, 1.50482, 3.13770)  0.191
H (1.67124, 2.71368, 3.37253)  0.186

The value obtained for the relative energy (zero: lowest compared OMol25 entry of this formula, charge and spin) is 370.0 kJ/mol. For the HOMO energy, the calculation gives -6.4 eV. The value obtained for the HOMO-LUMO gap is 6.82 eV. The value obtained for the LUMO energy is 0.0142 Eh.